No. 1
# C19H20F3N5O7PSSeTe4Ti

A molecular structure, C19H20F3N5O7PSSeTe4Ti at a distorted geometry (wB97M-V/def2-TZVPD, the Open Molecules 2025 dataset).

```
62
Properties=species:S:1:pos:R:3:forces:R:3:mulliken_charge:R:1
Ti 1.395210 -0.455510 -1.194808 -4.3 7.2 -0.3 -1.15
O -3.051290 -1.083810 -4.677808 -0.2 -0.1 -0.1 -0.58
C -2.929990 0.134790 -4.188408 0.1 0.0 0.0 0.34
O -3.844590 0.930190 -4.210008 -0.2 0.1 -0.1 -0.67
C -1.629390 0.513590 -3.596808 0.6 -0.2 0.1 0.58
C -1.281390 1.775390 -3.132508 0.2 -0.3 0.0 -0.65
N -0.045490 1.694990 -2.623508 -0.7 0.7 -0.7 -0.11
N 0.420310 0.457290 -2.697008 -1.0 0.3 -1.4 0.35
C -0.506190 -0.284210 -3.285908 -0.8 0.4 -0.9 -0.18
C -0.134890 -1.708410 -3.585608 1.6 -0.1 0.6 0.80
O -0.919990 -2.449810 -4.178608 -1.3 -0.3 -0.7 -0.92
O 1.022510 -1.993510 -3.189508 -1.1 0.1 -1.0 -0.44
H -2.239790 -1.684310 -4.541808 0.3 0.2 0.2 0.44
H -1.835690 2.693290 -3.132508 -0.1 0.1 0.0 0.55
H 0.451410 2.374890 -2.040908 0.0 -0.3 0.1 0.24
Te 3.247910 -1.352010 -1.651008 5.4 -1.2 -2.7 0.96
Te 7.520610 -3.186210 -2.777808 4.7 -2.4 -1.0 -0.18
Te 9.787310 -4.187510 -3.357808 1.6 -0.5 -0.5 -0.54
Te 5.357810 -2.219510 -2.230908 -0.6 0.4 0.0 0.02
F 3.229610 2.382390 1.569292 -0.1 0.2 0.2 -0.28
C 3.466310 2.137490 0.281892 1.1 -0.4 0.1 1.04
F 3.960310 3.270590 -0.245008 0.2 0.6 -0.1 -0.32
F 4.457510 1.223690 0.217692 0.0 0.4 0.1 -0.23
C 2.259710 1.754490 -0.574108 1.6 3.3 0.1 0.82
O 1.188110 2.293990 -0.287908 -0.7 0.6 0.0 -0.89
O 2.612810 1.319090 -1.690908 -0.2 -0.2 -0.7 -0.81
C 1.429110 -4.008710 -0.948008 0.2 0.3 -0.8 -1.15
P 1.654310 -2.356110 -0.147608 -0.1 -8.4 6.3 1.98
C 3.313510 -2.902210 1.056792 1.1 1.1 -1.5 -1.40
C 0.800510 -2.550510 1.519692 -0.6 0.2 0.2 -1.73
O 0.290010 -1.723410 -0.771108 -2.2 -1.1 0.4 -0.96
H 0.529210 -4.428410 -0.498008 0.0 -0.1 0.0 0.36
H 2.276910 -4.700910 -0.858708 -0.2 0.3 0.2 0.28
H 1.228210 -3.812110 -2.020508 0.1 -0.2 0.6 0.31
H 4.239910 -3.256410 0.525692 -0.9 0.3 0.4 0.30
H 3.072710 -3.640010 1.818092 -0.4 -0.1 -0.1 0.41
H 3.590110 -1.942310 1.553492 -0.1 -0.7 -0.2 0.35
H 0.652410 -3.621010 1.697592 0.2 0.0 -0.2 0.43
H -0.190590 -2.079010 1.512992 0.2 -0.1 0.0 0.31
H 1.359710 -2.157110 2.372092 0.0 -0.1 -0.3 0.41
S 0.848710 0.575990 2.899792 -0.4 0.2 1.1 -0.43
C 1.613710 0.265490 1.568492 0.8 -0.4 -0.3 0.66
N 2.252510 0.009690 0.592392 -1.8 -0.1 2.3 -0.56
C -0.981990 3.078390 1.766992 0.5 0.5 0.0 -0.65
N -2.049590 2.126890 1.823792 -1.0 0.0 0.3 0.76
C -2.281490 1.119890 0.951992 0.3 0.0 0.2 -0.45
Se -1.146590 0.380390 -0.135508 -0.6 -1.0 -1.0 -0.31
N -3.498890 0.575390 1.216792 -0.6 0.5 0.5 0.12
C -4.038290 1.203690 2.315492 -0.2 0.2 0.3 0.23
C -5.201290 0.999690 3.033792 0.2 0.0 -0.2 -0.95
C -5.400090 1.796690 4.151492 -0.1 0.1 0.2 -0.37
C -4.475990 2.760790 4.536192 -0.2 0.1 0.2 -0.68
C -3.314790 2.980190 3.812792 0.1 -0.1 -0.2 -0.58
C -3.110690 2.188690 2.698792 -0.3 0.0 0.3 0.73
H -0.267290 2.810390 0.992792 0.0 -0.2 0.1 -0.13
H -0.446890 3.119090 2.717092 -0.1 -0.1 -0.1 0.35
H -1.374790 4.072790 1.538292 -0.2 0.0 0.0 0.36
H -3.891290 -0.193110 0.695392 0.3 0.1 0.0 0.24
H -5.911990 0.239090 2.748392 -0.1 -0.1 0.0 0.41
H -6.291290 1.656190 4.745692 -0.1 0.0 0.0 0.37
H -4.657890 3.352490 5.421692 -0.1 0.0 0.1 0.37
H -2.578590 3.708090 4.117192 0.0 0.1 0.0 0.42
```
Forces are in eV/Å.

As for the energy relative to the best compared isomer or geometry (same formula, charge and spin): 221.7 kcal/mol. The frontier orbital gap (spin up / spin down) is 0.1746 / 0.1681 hartree. The expectation value of S² is 0.82. The value obtained for the molecular weight is 1187.659 g/mol. As for the total charge: -2. The LUMO energy (spin up / spin down) is 0.126 / 0.126 Ha. Its spin multiplicity is 2.

No. 2
# C19H20F6MgN2O4PS

A molecular structure, C19H20F6MgN2O4PS at a distorted geometry (wB97M-V/def2-TZVPD, the Open Molecules 2025 dataset).

```
54
Properties=species:S:1:pos:R:3:forces:R:3:mulliken_charge:R:1
Mg -0.116666 0.096058 0.354274 0.3 0.2 -0.2 1.11
C -3.986033 -1.417530 -0.613949 0.1 0.0 0.0 -0.54
O -4.722744 -0.225649 -0.326828 0.2 0.0 0.1 -0.49
C -4.161566 1.001698 -0.386145 -0.3 0.1 0.0 0.09
C -5.034515 2.061267 -0.414444 0.1 -0.5 -0.1 -0.58
C -4.583738 3.388644 -0.463687 0.4 0.3 0.0 -0.54
C -3.241317 3.674351 -0.521644 -0.4 0.2 0.0 -1.00
C -2.300041 2.640213 -0.485968 0.6 -0.2 -0.1 0.54
C -0.922024 2.925182 -0.679365 -0.4 0.7 -0.2 -0.57
N -0.015751 1.995300 -0.671143 0.5 -0.9 0.4 0.38
N 1.255159 2.301665 -0.817087 0.0 1.0 -0.5 -0.88
C 2.035011 1.193836 -0.825040 -0.1 -0.3 0.2 0.39
O 1.601804 0.032190 -0.603592 0.7 0.5 -0.4 -0.85
C 3.468490 1.436475 -1.096058 0.1 -0.1 0.0 0.32
C 4.289614 0.360072 -1.421530 -0.1 -0.1 0.0 -0.37
C 5.630221 0.565805 -1.695890 0.1 0.0 0.0 -0.65
C 6.163576 1.845908 -1.628776 0.0 0.0 0.0 -0.34
C 5.353277 2.919079 -1.282646 0.1 0.0 0.0 -0.69
C 4.008807 2.719147 -1.019168 0.0 0.0 0.0 -0.21
C -2.734354 1.258839 -0.319540 0.1 -0.1 0.0 1.31
O -1.912085 0.328973 -0.118170 -1.9 0.0 -0.2 0.13
H -4.738633 -2.193259 -0.737205 0.0 0.0 0.0 0.32
H -3.402572 -1.321463 -1.528703 0.0 0.0 0.0 0.31
H -3.311705 -1.674832 0.199575 0.0 0.0 0.0 0.10
H -6.092900 1.835701 -0.410152 0.0 0.0 0.0 0.44
H -5.309136 4.190706 -0.481745 0.0 0.0 0.0 0.39
H -2.898973 4.698119 -0.601745 0.0 0.0 0.0 0.40
H -0.632013 3.957671 -0.884099 0.1 -0.1 0.1 0.35
H 3.858306 -0.631721 -1.460628 0.0 0.0 0.0 0.45
H 6.266981 -0.269724 -1.956707 0.0 0.0 0.0 0.39
H 7.210822 2.009265 -1.849252 0.0 0.0 0.0 0.38
H 5.774543 3.913742 -1.214565 0.0 0.0 0.0 0.38
H 3.366805 3.544740 -0.748879 0.0 0.0 0.0 0.44
O -0.335954 -1.826147 0.062120 -0.3 -0.3 -0.1 -0.80
S 0.675987 -2.754427 0.691647 0.1 -1.0 0.1 0.37
C 0.363679 -4.375250 -0.116837 0.0 0.2 0.1 -0.77
C -0.702265 -5.078367 0.708980 0.0 -0.1 0.1 -0.53
C -0.294407 -4.819258 2.155882 0.0 0.0 -0.1 -0.73
C -0.115638 -3.310950 2.247615 0.2 -0.1 0.0 -0.52
H 1.307173 -4.923185 -0.099439 0.0 0.0 0.0 0.44
H 0.083397 -4.165327 -1.147175 0.1 0.1 0.0 0.36
H -0.761590 -6.141602 0.475105 0.0 0.0 0.0 0.38
H -1.679043 -4.632155 0.508693 0.0 0.0 0.0 0.25
H 0.648284 -5.331277 2.365019 0.0 0.0 0.1 0.32
H -1.034480 -5.166989 2.876483 0.0 0.0 0.0 0.34
H 0.473235 -2.971986 3.096852 0.0 0.1 0.0 0.49
H -1.075801 -2.798132 2.245293 0.0 0.1 0.0 0.17
F 1.039769 -0.198497 2.005527 0.0 0.0 0.1 -0.43
P 0.059841 0.541079 3.160115 0.1 0.2 1.2 1.57
F -0.930711 1.243950 4.174885 0.1 0.0 -0.1 -0.36
F 0.450157 -0.615052 4.191065 0.0 0.1 -0.1 -0.39
F 1.295222 1.436580 3.596422 -0.1 -0.1 -0.1 -0.37
F -0.317495 1.625007 1.980191 0.1 -0.1 -0.1 -0.31
F -1.146909 -0.387385 2.570959 0.0 0.0 -0.1 -0.37
```
Forces are in eV/Å.

As for the energy relative to the best compared isomer or geometry (same formula, charge and spin): 16.6 kcal/mol. The frontier orbital gap (spin up / spin down) is 0.2894 / 0.1985 hartree. The expectation value of S² is 0.83. The value obtained for the molecular weight is 541.713 g/mol. The LUMO energy (spin up / spin down) is -0.005 / -0.089 Ha. Its spin multiplicity is 2.